Entry 1:
Entry from the OMol25 dataset: a 2-piece molecular cluster, C5H10N3 overall at a distorted geometry (the ωB97M-V functional and the def2-TZVPD basis).

Results
- molar mass (u) = 112.2
- relative energy (zero: lowest compared OMol25 entry of this formula, charge and spin) (kcal per mole) = 60.7
- net charge = +1
- strongest force on any atom (eV/A) = 4.18

```
18
C5H10N3 (the ωB97M-V functional and the def2-TZVPD basis)
C 0.567 -1.159 0.262
C -0.597 -1.560 -0.369
C -1.010 0.304 0.745
C -1.727 1.464 1.354
C 1.966 -0.181 -1.022
N 0.233 0.001 0.991
N -1.544 -0.661 -0.053
N 1.893 1.113 -0.797
H 1.321 -1.849 0.518
H -0.740 -2.330 -1.100
H -1.625 1.310 2.451
H -1.186 2.349 1.123
H -2.701 1.796 0.844
H 1.495 -0.610 -1.899
H 2.798 -0.790 -0.517
H -2.614 -0.650 -0.311
H 2.011 1.514 0.133
H 1.075 1.687 -1.292
```



Entry 2:
Entry from the OMol25 dataset: a 2-piece molecular cluster, C5H10N3O overall at a distorted geometry (the ωB97M-V functional and the def2-TZVPD basis).

Results
- molar mass (u) = 128.2
- relative energy (zero: lowest compared OMol25 entry of this formula, charge and spin) (kcal per mole) = 65.9
- net charge = +1
- strongest force on any atom (eV/A) = 4.88

```
19
C5H10N3O (the ωB97M-V functional and the def2-TZVPD basis)
C 0.843 2.273 0.584
C 0.834 0.180 0.153
C 0.323 -1.879 -1.264
C 1.289 -1.143 -0.378
C -2.397 0.176 0.216
N -0.416 1.922 0.549
N -0.464 0.642 0.235
N 1.643 1.244 0.389
O -2.469 -0.139 1.440
H 1.129 3.336 0.796
H -0.348 -2.327 -0.646
H 0.924 -2.638 -1.618
H 0.026 -1.261 -2.033
H 2.250 -1.114 -0.878
H 1.644 -1.720 0.395
H -2.272 -0.618 -0.466
H -2.600 1.265 0.106
H 2.623 1.363 0.216
H -2.562 0.439 2.203
```



Entry 3:
Entry from the OMol25 dataset: an isolated ion of composition C5H10N3O and charge +1 at a distorted geometry (the ωB97M-V functional and the def2-TZVPD basis).

Results
- molar mass (u) = 128.2
- relative energy (zero: lowest compared OMol25 entry of this formula, charge and spin) (kcal per mole) = 31.3
- net charge = +1
- strongest force on any atom (eV/A) = 4.73

```
19
C5H10N3O (the ωB97M-V functional and the def2-TZVPD basis)
C 1.705 1.314 1.021
C 0.440 0.716 0.481
O -0.437 1.826 0.351
N -0.061 -0.106 1.506
C -0.942 -0.937 1.317
C -1.458 -0.991 -0.123
C -0.372 -0.887 -1.136
N -0.375 -1.554 -2.265
N 0.448 0.070 -0.795
H 1.970 2.258 0.643
H 2.536 0.677 1.054
H 1.433 1.647 1.999
H -0.053 2.744 0.638
H -1.444 -1.494 2.152
H -2.220 -1.770 -0.231
H -1.945 -0.059 0.008
H -0.812 -2.401 -2.301
H 0.443 -1.324 -2.866
H 1.145 0.272 -1.453
```



Entry 4:
Entry from the OMol25 dataset: a 2-piece molecular cluster, C5H10N3O2 overall at a distorted geometry (the ωB97M-V functional and the def2-TZVPD basis).

Results
- molar mass (u) = 144.2
- relative energy (zero: lowest compared OMol25 entry of this formula, charge and spin) (kcal per mole) = 58.7
- net charge = +1
- strongest force on any atom (eV/A) = 5.42

```
20
C5H10N3O2 (the ωB97M-V functional and the def2-TZVPD basis)
C -2.129 1.567 0.602
C 0.751 1.123 -0.990
C -0.497 -1.142 1.583
C 0.412 0.522 0.269
C 0.650 -1.835 -0.299
N -2.650 0.475 0.661
N 1.039 2.361 -0.980
N 0.177 -0.760 0.560
O -1.580 2.601 0.483
O 0.769 0.443 -2.104
H -0.805 -0.364 2.305
H -0.638 -2.277 1.864
H -0.026 1.221 0.980
H 0.197 -1.997 -1.287
H 1.556 -1.420 -0.523
H 0.444 -2.737 0.209
H -3.409 0.174 1.149
H 0.884 3.035 -0.275
H 1.220 2.808 -1.820
H 1.447 0.728 -2.773
```



Entry 5:
Entry from the OMol25 dataset: an isolated ion of composition C5H10N3O2 and charge +1 at a distorted geometry (the ωB97M-V functional and the def2-TZVPD basis).

Results
- molar mass (u) = 144.2
- relative energy (zero: lowest compared OMol25 entry of this formula, charge and spin) (kcal per mole) = 81.9
- net charge = +1
- strongest force on any atom (eV/A) = 6.91

```
20
C5H10N3O2 (the ωB97M-V functional and the def2-TZVPD basis)
N -2.810 0.339 0.450
N -1.874 -0.710 0.255
C -0.584 -0.459 -0.029
O -0.309 -0.421 -1.691
N -0.260 0.937 0.332
C 0.962 1.359 0.118
C 1.992 0.384 -0.255
C 1.853 -0.930 0.499
C 0.447 -1.489 0.290
O 0.090 -2.646 0.357
H -3.197 0.775 -0.492
H -3.714 0.008 0.799
H -2.127 -1.768 0.147
H -1.078 -0.517 -2.118
H -1.131 1.515 0.497
H 1.117 2.488 0.082
H 1.667 0.273 -1.273
H 2.985 0.825 -0.021
H 1.843 -0.922 1.565
H 2.451 -1.791 0.305
```



Entry 6:
Entry from the OMol25 dataset: an isolated molecule of C5H10N3P at a distorted geometry (the ωB97M-V functional and the def2-TZVPD basis).

Results
- molar mass (u) = 143.1
- relative energy (zero: lowest compared OMol25 entry of this formula, charge and spin) (kcal per mole) = 121.6
- strongest force on any atom (eV/A) = 5.26

```
19
C5H10N3P (the ωB97M-V functional and the def2-TZVPD basis)
C 0.492 0.065 0.211
C -1.214 0.995 1.483
C -1.179 1.334 -0.950
C 0.780 -2.273 -0.747
C -0.900 0.282 0.125
N 2.522 1.322 0.675
N 2.592 -1.059 -0.226
N 1.210 -0.959 -0.083
P 3.469 0.246 0.210
H -2.204 0.644 1.745
H -1.279 2.153 1.454
H -0.466 0.653 2.163
H -0.708 2.270 -0.714
H -2.255 1.474 -0.906
H -1.017 1.013 -2.029
H -0.282 -2.116 -0.480
H 0.946 -2.308 -1.823
H 1.111 -3.177 -0.169
H -1.618 -0.560 0.061
```



Entry 7:
Entry from the OMol25 dataset: an isolated ion of composition C5H10N4 and charge +2 at a distorted geometry (the ωB97M-V functional and the def2-TZVPD basis).

Results
- molar mass (u) = 126.2
- relative energy (zero: lowest compared OMol25 entry of this formula, charge and spin) (kcal per mole) = 65.8
- net charge = +2
- strongest force on any atom (eV/A) = 8.14

```
19
C5H10N4 (the ωB97M-V functional and the def2-TZVPD basis)
C -1.459 2.394 0.699
N -0.704 1.498 -0.057
C -0.337 0.365 0.312
N -0.786 0.102 1.959
N 0.419 -0.546 -0.367
C 1.709 -0.439 -0.623
C 2.149 -1.533 -1.311
C 1.061 -2.436 -1.322
N 0.019 -1.720 -0.845
H -2.226 1.951 1.367
H -0.697 2.852 1.356
H -1.909 3.301 0.233
H -0.559 1.773 -1.062
H -0.527 -0.786 2.255
H -1.785 0.042 1.969
H 2.189 0.499 -0.410
H 3.163 -1.751 -1.568
H 1.095 -3.344 -1.938
H -0.815 -2.222 -0.649
```



Entry 8:
Entry from the OMol25 dataset: C5H10N4OS as an isolated structure at a distorted geometry (the ωB97M-V functional and the def2-TZVPD basis).

Results
- molar mass (u) = 174.2
- relative energy (zero: lowest compared OMol25 entry of this formula, charge and spin) (kcal per mole) = 59.1
- strongest force on any atom (eV/A) = 7.04

```
21
C5H10N4OS (the ωB97M-V functional and the def2-TZVPD basis)
C -0.714 0.374 0.121
C 1.330 0.477 2.547
C 0.375 1.356 0.030
C -2.215 -1.291 -0.941
C -0.577 -0.224 -2.341
N 1.029 1.839 2.178
N 0.642 2.125 1.094
N 2.977 -0.364 0.685
N -1.016 -0.395 -0.925
O -1.227 0.168 1.224
S 1.474 -0.537 1.015
H 2.231 0.554 3.058
H 0.529 0.293 3.326
H 0.839 1.852 -0.765
H -1.954 -2.284 -1.093
H -2.410 -1.234 0.195
H -2.993 -0.909 -1.475
H -0.084 0.708 -2.464
H 0.017 -1.099 -2.539
H -1.499 -0.301 -2.845
H 3.247 -1.107 -0.085
```



Entry 9:
Entry from the OMol25 dataset: an isolated molecule of C5H10N4OS at a distorted geometry (the ωB97M-V functional and the def2-TZVPD basis).

Results
- molar mass (u) = 174.2
- spin multiplicity = 3
- relative energy (zero: lowest compared OMol25 entry of this formula, charge and spin) (kcal per mole) = 32.9
- strongest force on any atom (eV/A) = 6.71

```
21
C5H10N4OS (the ωB97M-V functional and the def2-TZVPD basis)
C -0.673 -0.653 -0.581
C 1.591 -0.573 -1.977
C 2.966 1.319 -0.750
C -2.649 -0.812 0.768
C -0.900 0.712 1.576
N 0.947 0.045 -0.922
N 1.653 1.139 -0.464
N 4.127 -0.891 -0.606
N -1.321 -0.212 0.521
O -1.021 -1.448 -1.374
S 3.471 -0.062 -1.794
H 1.618 -1.639 -1.999
H 1.323 -0.043 -2.863
H 3.641 2.086 -0.423
H -3.291 -0.064 0.440
H -2.395 -1.743 0.150
H -2.587 -1.102 1.811
H -1.690 1.583 1.650
H -0.983 0.201 2.581
H 0.083 1.039 1.302
H 4.990 -1.438 -0.916
```



Entry 10:
Entry from the OMol25 dataset: a 2-piece molecular cluster, C5H10N5 overall at a distorted geometry (the ωB97M-V functional and the def2-TZVPD basis).

Results
- molar mass (u) = 140.2
- relative energy (zero: lowest compared OMol25 entry of this formula, charge and spin) (kcal per mole) = 18.0
- net charge = +1
- strongest force on any atom (eV/A) = 7.03

```
20
C5H10N5 (the ωB97M-V functional and the def2-TZVPD basis)
C 0.531 -3.042 0.372
C -0.378 -1.307 -0.881
C -0.524 -1.093 0.555
C -0.725 -0.649 -1.993
C -0.102 2.208 0.746
N 0.030 -2.210 1.235
N 0.309 -2.516 -0.879
N -1.063 -0.041 1.015
N 0.228 2.424 -0.558
N 0.752 2.312 1.742
H 1.131 -3.838 0.489
H -0.412 -0.881 -3.000
H -1.244 0.270 -1.892
H -1.138 1.967 0.839
H 0.818 -2.822 -1.794
H -1.052 -0.038 2.029
H 1.184 2.516 -0.882
H -0.406 2.267 -1.397
H 0.370 1.997 2.590
H 1.691 2.477 1.664
```



Entry 11:
Entry from the OMol25 dataset: an isolated ion of composition C5H10NO and charge -1 at a distorted geometry (the ωB97M-V functional and the def2-TZVPD basis).

Results
- molar mass (u) = 100.1
- relative energy (zero: lowest compared OMol25 entry of this formula, charge and spin) (kcal per mole) = 19.0
- net charge = -1
- strongest force on any atom (eV/A) = 2.75

```
17
C5H10NO (the ωB97M-V functional and the def2-TZVPD basis)
C -1.623 2.163 1.462
C -1.527 1.064 0.682
C -0.613 0.846 -0.439
C 0.348 -0.302 0.119
N -0.372 -1.584 0.123
C 1.686 -0.383 -0.739
O 1.920 -1.645 -1.190
H -1.045 3.038 1.208
H -2.515 2.180 2.066
H -2.197 0.226 0.879
H 0.061 1.702 -0.607
H -1.021 0.431 -1.359
H 0.526 -0.051 1.173
H 0.045 -2.046 -0.697
H -0.018 -2.161 0.875
H 1.533 0.325 -1.569
H 2.554 -0.146 -0.049
```



Entry 12:
Entry from the OMol25 dataset: an isolated ion of composition C5H10NO and charge -1 at a distorted geometry (the ωB97M-V functional and the def2-TZVPD basis).

Results
- molar mass (u) = 100.1
- relative energy (zero: lowest compared OMol25 entry of this formula, charge and spin) (kcal per mole) = 62.3
- net charge = -1
- strongest force on any atom (eV/A) = 4.51

```
17
C5H10NO (the ωB97M-V functional and the def2-TZVPD basis)
C -0.173 -1.413 1.010
C -0.577 0.009 0.809
C -0.239 0.870 -0.131
C -1.007 2.182 -0.108
N 0.372 0.420 -1.329
C 1.447 -0.454 -1.379
O 0.401 1.350 -2.362
H -0.105 -1.998 0.117
H -0.985 -1.825 1.748
H 0.748 -1.609 1.701
H -0.847 0.495 1.801
H -1.906 1.875 -0.567
H -0.449 2.986 -0.611
H -1.083 2.492 0.883
H 1.226 -1.089 -2.254
H 2.386 0.192 -1.560
H 1.607 -1.067 -0.538
```



Which value of molar mass does entry 11 give?
100.1 u